{"formula": "C38H42Cl3N4O2SbSe5Ti", "method": "ωB97M-V with the def2-TZVPD basis set", "elements": ["Ti", "Cl", "C", "C", "C", "Cl", "C", "O", "C", "Cl", "C", "H", "H", "Se", "Sb", "Se", "Se", "Se", "C", "C", "C", "C", "N", "N", "C", "H", "H", "H", "H", "H", "H", "H", "H", "C", "C", "C", "C", "C", "C", "C", "C", "C", "C", "H", "H", "H", "H", "H", "H", "H", "C", "C", "C", "C", "N", "C", "Se", "N", "C", "C", "C", "C", "C", "C", "C", "C", "C", "C", "H", "H", "H", "H", "H", "H", "H", "H", "H", "H", "H", "H", "H", "H", "H", "H", "H", "H", "H", "H", "H", "H", "C", "C", "O", "H", "H", "H"], "xyz": [[-0.44875, 0.98961, -0.96113], [0.21879, -6.45868, -3.24829], [0.02082, -4.81008, -2.69360], [0.80182, -3.80556, -3.24165], [0.64925, -2.50216, -2.80460], [1.57111, -1.25194, -3.54390], [-0.26479, -2.15991, -1.77939], [-0.42268, -0.95933, -1.33287], [-1.05798, -3.22135, -1.30066], [-2.29728, -2.83826, -0.13576], [-0.92521, -4.53047, -1.72908], [1.52447, -4.02472, -4.01494], [-1.55106, -5.30801, -1.31557], [6.21017, 0.02771, -1.87195], [4.74747, 1.81226, -2.64848], [2.09740, 1.18070, -0.71681], [0.94831, 2.83960, -1.93372], [3.94921, 1.29253, -4.85760], [-3.83328, -1.64467, -4.48656], [-3.00092, -0.44527, -4.19133], [-2.62752, 0.64003, -4.95402], [-1.79493, 1.42250, -4.13204], [-1.67467, 0.84928, -2.93581], [-2.41136, -0.27743, -3.00334], [-1.13453, 2.70149, -4.51308], [-4.35284, -1.51407, -5.43431], [-4.57643, -1.79940, -3.70294], [-3.21260, -2.54064, -4.55282], [-2.90171, 0.84388, -5.97526], [-2.45679, -0.86875, -2.18714], [-1.54064, 3.04434, -5.46551], [-0.05580, 2.57110, -4.60677], [-1.31088, 3.46946, -3.75977], [-6.51227, 0.30457, -2.37139], [-5.72792, -0.42450, -1.45583], [-4.62905, 0.15429, -0.87980], [-4.24896, 1.48959, -1.16623], [-3.06787, 2.10050, -0.60086], [-2.72940, 3.37493, -1.03094], [-3.50158, 4.06383, -1.98111], [-4.62391, 3.50457, -2.52268], [-5.01616, 2.20203, -2.12392], [-6.15327, 1.58089, -2.69975], [-7.38155, -0.15414, -2.82849], [-5.97804, -1.45314, -1.22342], [-4.01212, -0.43849, -0.21939], [-1.83534, 3.82823, -0.62397], [-3.19053, 5.05687, -2.28722], [-5.21654, 4.02999, -3.26288], [-6.73100, 2.14320, -3.42576], [3.73651, -3.14999, 3.51649], [4.03360, -3.60967, 2.09131], [4.56809, -2.51520, 1.16656], [3.55352, -1.47675, 0.70267], [3.15607, -0.52544, 1.73904], [1.90599, -0.36704, 2.24311], [0.44083, -1.43922, 1.95271], [1.91462, 0.76586, 3.00172], [0.73840, 1.43122, 3.53981], [0.77224, 1.63056, 5.05659], [0.32026, 0.42926, 5.88771], [1.23810, -0.78376, 5.78174], [3.16061, 1.36622, 2.92430], [3.63310, 2.57446, 3.41083], [4.93162, 2.92636, 3.06914], [5.71670, 2.10864, 2.25585], [5.23759, 0.90379, 1.76243], [3.95108, 0.54726, 2.12555], [3.55635, -4.00511, 4.17234], [2.84963, -2.52093, 3.55444], [4.57733, -2.58276, 3.92622], [3.12770, -4.03770, 1.65149], [4.77517, -4.41456, 2.12613], [4.96736, -2.97293, 0.25770], [5.41287, -2.01072, 1.64762], [2.63639, -1.95155, 0.35256], [3.97266, -0.89161, -0.12211], [-0.11554, 0.82501, 3.24400], [0.64054, 2.38338, 3.01505], [0.12347, 2.48217, 5.28157], [1.78004, 1.91839, 5.37256], [-0.69277, 0.14732, 5.58329], [0.25513, 0.74298, 6.93534], [1.18919, -1.22689, 4.78833], [0.95125, -1.55536, 6.49978], [2.27708, -0.50606, 5.98180], [3.00690, 3.23622, 3.99331], [5.32945, 3.87322, 3.41253], [6.70340, 2.43627, 1.95637], [5.81433, 0.32728, 1.05229], [-2.73365, 0.62824, 1.49651], [-2.16504, 1.37400, 0.30195], [-0.97361, 2.01403, 0.54600], [-2.32105, 1.09396, 2.39609], [-2.46407, -0.42905, 1.53428], [-3.82015, 0.71920, 1.54936]], "fmax_ha_per_bohr": 0.013, "total_charge": -2, "relative_energy_ev": 0.143}